# 1
Here is a molecular structure, BrClINO in a non-equilibrium geometry from the Open Molecules 2025 dataset. Energies are from wB97M-V/def2-TZVPD.

Each line ends with the Löwdin charge.
Cartesian coordinates (Å):
N -0.20 0.33 -0.51  -1.141
O -0.40 -0.92 -0.31  -0.798
Cl 0.15 -1.82 1.05  0.559
Br 1.55 0.67 -0.99  0.626
I -1.10 1.74 0.75  0.756

Orbital gap in eV: 7.88
Relative energy (zero: lowest compared OMol25 entry of this formula, charge and spin) in kJ/mol: 229.3
Electronic energy in Ha: -3461.71807

---

# 2
Here is 2 unconnected molecules or ions with the total composition C3H11NO2S in a non-equilibrium geometry from the Open Molecules 2025 dataset. Energies are from wB97M-V/def2-TZVPD.

Each line ends with the Löwdin charge.
Cartesian coordinates (Å):
C -0.64 0.29 0.24  -0.291
C -1.68 1.21 -0.39  -0.554
S -1.83 2.78 0.56  0.669
N -0.81 -1.08 -0.30  -0.053
C -0.27 -2.09 0.53  -0.309
O 1.17 -2.18 0.60  -0.054
H 0.34 0.66 -0.07  0.099
H -0.75 0.25 1.31  0.106
H -2.66 0.74 -0.37  0.063
H -1.41 1.44 -1.41  0.064
H -0.61 2.68 1.16  -0.140
H -0.48 -1.20 -1.24  0.110
H -0.62 -1.98 1.55  0.118
H -0.66 -3.07 0.21  0.120
H 1.40 -2.72 -0.14  0.051
H 2.91 0.69 -0.62  0.030
H 3.76 1.94 -0.73  0.039
O 2.86 1.62 -0.88  -0.069

SMILES: OCNCCS.O
Orbital gap in eV: 9.48
Relative energy (zero: lowest compared OMol25 entry of this formula, charge and spin) in kJ/mol: 36.8
Electronic energy in Ha: -724.29772

---

# 3
Here is C24H26N2O4 in the gas phase from the Open Molecules 2025 dataset. Energies are from wB97M-V/def2-TZVPD.

Each line ends with the Löwdin charge.
Cartesian coordinates (Å):
C 6.10 -0.27 2.37  -0.089
H 5.93 0.66 2.93  0.096
O 6.12 -0.05 0.98  -0.087
C 4.99 0.45 0.40  -0.276
C 3.82 0.76 1.05  0.036
C 2.72 1.26 0.34  -0.140
C 2.82 1.44 -1.04  -0.187
C 4.01 1.13 -1.70  -0.006
C 5.08 0.64 -0.99  0.008
H 6.00 0.40 -1.48  0.120
H 4.08 1.28 -2.77  0.114
N 1.73 1.93 -1.72  0.178
C 0.51 2.25 -1.17  -0.428
O -0.39 2.67 -1.88  0.072
C 0.41 2.03 0.27  -0.113
C 1.47 1.56 0.97  0.047
H 1.39 1.40 2.04  0.129
C -0.93 2.25 0.89  -0.066
N -1.87 1.25 0.39  0.032
C -3.13 1.63 0.11  -0.382
O -3.53 2.76 0.31  0.076
C -4.07 0.54 -0.46  -0.233
C -5.51 0.85 -0.06  -0.114
H -5.70 1.92 -0.06  0.113
C -5.57 0.22 1.33  -0.138
H -6.57 -0.11 1.60  0.108
H -5.24 0.95 2.07  0.113
C -4.57 -0.94 1.23  -0.173
H -3.90 -0.98 2.10  0.115
H -5.08 -1.91 1.14  0.120
O -3.81 -0.75 0.05  -0.107
H -6.20 0.35 -0.75  0.119
H -3.92 0.51 -1.54  0.161
C -1.30 -0.03 0.13  -0.238
C -0.84 -0.80 1.18  -0.018
C -0.18 -1.99 0.91  -0.028
C 0.04 -2.42 -0.39  -0.234
C -0.42 -1.63 -1.45  -0.213
C -1.09 -0.45 -1.18  0.028
H -1.43 0.18 -1.99  0.126
C -0.19 -2.05 -2.87  -0.038
H -0.67 -3.00 -3.07  0.084
H -0.58 -1.31 -3.56  0.078
H 0.88 -2.17 -3.06  0.082
C 0.77 -3.70 -0.65  -0.047
H 1.69 -3.51 -1.21  0.082
H 0.16 -4.38 -1.24  0.082
H 1.04 -4.19 0.28  0.075
H 0.17 -2.60 1.74  0.109
H -1.00 -0.48 2.20  0.121
H -1.34 3.22 0.60  0.133
H -0.86 2.20 1.99  0.134
H 1.81 2.07 -2.72  0.165
H 3.71 0.62 2.12  0.110
H 5.34 -1.01 2.65  0.096
H 7.09 -0.66 2.62  0.093

SMILES: COc1ccc2[nH]c(=O)c(CN(C(=O)[C@@H]3CCCO3)c3ccc(C)c(C)c3)cc2c1
Orbital gap in eV: 8.22
Relative energy (zero: lowest compared OMol25 entry of this formula, charge and spin) in kJ/mol: 127.1
Electronic energy in Ha: -1340.65694

---

# 4
Here is a molecular structure, CCl3F2N in a non-equilibrium geometry from the Open Molecules 2025 dataset. Energies are from wB97M-V/def2-TZVPD.

Each line ends with the Löwdin charge.
Cartesian coordinates (Å):
C 0.07 0.24 -0.72  -1.247
N -1.05 -0.35 -0.29  -0.506
F 2.18 0.47 1.33  -0.645
F -1.15 -1.69 -0.22  -0.023
Cl -0.02 1.93 -1.05  0.701
Cl 1.59 -0.20 -0.71  1.010
Cl -1.60 0.26 1.29  0.710

Orbital gap (alpha / beta) in eV: 6.83 / 6.77
Relative energy (zero: lowest compared OMol25 entry of this formula, charge and spin) in kJ/mol: 411.4
Electronic energy in Ha: -1672.88982